Entry 1:
DFT (the ωB97M-V functional and the def2-TZVPD basis) results for the ion C4H11N2 with charge +1.

Geometry as ORCA input:
```
! RIJCOSX wB97M-V def2-TZVPD def2/J DEFGRID3
* xyz 1 1
C 1.76731 0.98918 -0.74794
C 0.19203 1.47176 -0.55513
C -0.73789 0.36253 -0.90272
N -0.57146 -0.88714 -0.15454
C -0.55292 -0.99399 1.10899
N -0.95213 -2.11276 1.81219
H 2.30977 1.94780 -0.85645
H 1.87105 0.48579 0.21817
H 1.81071 0.45606 -1.68542
H 0.09896 2.07073 0.38884
H 0.04484 2.44905 -1.20077
H -1.90147 0.51624 -0.81153
H -0.28013 0.20699 -1.89487
H -0.82708 -1.85995 -0.71899
H -0.28762 -0.13027 1.79156
H -0.55528 -2.10058 2.76398
H -1.42870 -2.87144 1.44463
*
```

Output
relative energy (zero: lowest compared OMol25 entry of this formula, charge and spin): 226.2 kJ/mol
orbital gap: 11.18 eV
HOMO: -15.0 eV
SMILES string: CCCNC=[NH2+]


Entry 2:
DFT (the ωB97M-V functional and the def2-TZVPD basis) results for the molecule C3H7NO2.

Geometry as ORCA input:
```
! RIJCOSX wB97M-V def2-TZVPD def2/J DEFGRID3
* xyz 0 1
C 1.99787 0.18552 -0.26671
N 0.55039 0.06231 -0.36953
C -0.30943 0.08813 0.70539
O -0.00250 0.48657 1.81188
C -1.74004 -0.45865 0.35153
O -2.04334 0.01629 -0.94871
H 2.39548 0.90425 -0.99270
H 2.24917 0.52196 0.73983
H 2.48751 -0.78264 -0.44233
H 0.15880 -0.21418 -1.25904
H -2.49382 -0.08550 1.05854
H -1.69345 -1.54752 0.36805
H -1.55662 0.82347 -0.75621
*
```

Output
relative energy (zero: lowest compared OMol25 entry of this formula, charge and spin): 134.4 kJ/mol
orbital gap: 10.62 eV
HOMO: -9.8 eV
SMILES string: CNC(=O)CO


Entry 3:
DFT (the ωB97M-V functional and the def2-TZVPD basis) results for a structure of composition C5H9N3O3S.

Geometry as ORCA input:
```
! RIJCOSX wB97M-V def2-TZVPD def2/J DEFGRID3
* xyz 0 1
C 0.49195 -1.36120 -0.16957
C 1.21839 -0.40229 -0.74064
C -1.25036 1.14257 0.01938
C 2.46296 -0.71973 -1.47777
C -0.78472 -1.93797 0.24212
N 0.97418 0.89191 -0.69123
N -0.06955 1.53095 -0.23638
N -2.28239 2.49108 2.07031
O -0.99873 3.73285 0.25835
O -3.32310 2.95357 -0.11180
O -1.88994 -1.53393 -0.50571
S -2.01558 2.68334 0.46090
H 2.78455 0.11873 -1.98949
H 3.28622 -1.00932 -0.82422
H 2.29844 -1.51916 -2.19682
H -0.63117 -3.08187 0.17246
H -0.86375 -1.70195 1.29675
H 0.18653 2.55060 -0.36823
H -3.23883 2.85214 2.33001
H -2.25283 1.48671 2.29274
H -1.85183 -0.56058 -0.58628
*
```

Output
relative energy (zero: lowest compared OMol25 entry of this formula, charge and spin): 724.8 kJ/mol
orbital gap (alpha / beta): 7.27 / 6.68 eV
HOMO (alpha / beta): -8.9 / -8.9 eV


Entry 4:
DFT (the ωB97M-V functional and the def2-TZVPD basis) results for a structure of composition C34H30N2O4PRu.

Geometry as ORCA input:
```
! RIJCOSX wB97M-V def2-TZVPD def2/J DEFGRID3
* xyz 1 1
Ru -0.83303 0.43797 1.00770
O 1.08913 -2.57657 3.00905
C 0.39622 -1.65942 2.65755
O 0.06712 -1.37948 1.41224
C -0.25329 -0.71991 3.65317
C -0.17536 -0.77952 5.02828
C -0.89726 0.15817 5.76392
C -1.68248 1.11221 5.12365
C -1.71438 1.10061 3.74334
N -0.99736 0.21287 3.06668
C -2.54534 1.97516 2.82601
O -3.22718 2.86735 3.25372
O -2.44077 1.59601 1.57540
H 0.42421 -1.54976 5.49269
H -0.85915 0.13406 6.84485
H -2.26964 1.84301 5.66137
C 2.32940 1.09475 2.15890
C 2.96770 -0.06503 1.43753
C 4.11989 -0.61289 1.98673
C 4.80637 -1.63778 1.35651
C 4.35237 -2.12809 0.14458
C 3.19856 -1.60659 -0.41708
C 2.49114 -0.59147 0.22592
P 1.03628 0.16818 -0.54466
C 0.60955 -0.78406 -2.01885
C 0.39560 -2.14408 -1.76066
C -0.03109 -3.00565 -2.75360
C -0.26209 -2.50369 -4.02472
C -0.05509 -1.15869 -4.28414
C 0.38407 -0.26770 -3.30560
C 0.59608 1.16983 -3.70655
C 1.58514 1.84084 -0.85967
C 2.87259 2.27006 -1.15604
C 3.10890 3.63274 -1.23265
C 2.07268 4.53615 -0.99804
C 0.79376 4.09409 -0.69169
C 0.54531 2.72663 -0.62715
C -0.79204 2.11253 -0.38271
H 2.35458 0.94068 3.23815
H 1.28772 1.26902 1.87047
H 2.85803 2.02471 1.93819
H 4.48439 -0.22568 2.93065
H 5.69818 -2.04771 1.81122
H 4.88901 -2.91693 -0.36463
H 2.85973 -1.98897 -1.36790
H 0.57982 -2.52793 -0.76345
H -0.17768 -4.05519 -2.53592
H -0.59526 -3.15843 -4.81921
H -0.22619 -0.77974 -5.28388
H 0.42436 1.27881 -4.77534
H 1.60861 1.50968 -3.49481
H -0.08812 1.84635 -3.19280
H 3.67391 1.55633 -1.30506
H 4.10194 3.99821 -1.45621
H 2.27264 5.59850 -1.04543
H -0.00313 4.80293 -0.50381
H -1.24528 1.82476 -1.33370
H -1.46477 2.80346 0.11794
C -5.38042 -2.49722 -2.26626
C -4.25704 -1.79465 -1.57024
C -3.23356 -2.49000 -0.93911
C -2.23089 -1.80862 -0.28494
N -2.18185 -0.46758 -0.24220
C -3.18130 0.21896 -0.82359
C -4.20678 -0.40660 -1.49597
H -5.16551 -3.55462 -2.40418
H -5.57505 -2.04784 -3.23974
H -6.29583 -2.40977 -1.67831
H -3.20899 -3.57134 -0.94448
H -1.43627 -2.33006 0.22662
H -3.16802 1.28952 -0.72107
H -4.97747 0.20405 -1.94696
*
```

Output
relative energy (zero: lowest compared OMol25 entry of this formula, charge and spin): 0.0 kJ/mol
orbital gap (alpha / beta): 7.57 / 7.57 eV
HOMO (alpha / beta): -11.7 / -11.7 eV


Entry 5:
DFT (the ωB97M-V functional and the def2-TZVPD basis) results for a structure of composition C6H12F10Li5N5O26S10.

Geometry as ORCA input:
```
! RIJCOSX wB97M-V def2-TZVPD def2/J DEFGRID3
* xyz 0 1
Li -0.66720 2.40918 -2.98251
Li -0.48782 4.92197 -1.70346
Li -3.04520 0.15657 -3.30997
Li -3.91740 1.28549 2.24326
Li -2.53905 -3.15010 -0.05793
N -2.86426 2.31745 3.47967
S -1.77633 3.44105 2.87828
O -0.89569 2.99236 1.84225
O -1.19633 4.38953 3.78882
F -2.83363 4.31926 2.06889
S -1.77516 1.78852 4.55035
O -1.98857 2.40602 5.82234
O -0.40571 1.46061 4.19250
F -2.50930 0.36703 4.71070
N 0.68082 3.72951 -2.71456
S 1.91608 2.93746 -2.19895
O 3.22876 3.45876 -1.90711
O 1.77600 1.54950 -2.51350
F 1.43500 2.98746 -0.65822
S 1.56946 4.10973 -4.15936
O 1.85151 3.02642 -5.04111
O 2.47021 5.21320 -4.02227
F 0.30536 4.82339 -4.82505
N -1.84372 1.04020 -1.99965
S -1.06959 0.10530 -0.98598
O -1.83762 -0.97257 -0.44627
O -0.10455 0.76255 -0.17037
F -0.15512 -0.58465 -2.10912
S -2.42842 2.14529 -0.86006
O -1.63504 3.36737 -0.91596
O -2.88815 1.73009 0.42912
F -3.74297 2.44669 -1.71085
N -4.57318 -0.93791 -3.13574
S -5.64190 -0.50790 -1.99593
O -5.09925 -0.38621 -0.65837
O -6.93395 -1.12010 -2.10621
F -5.83815 0.99371 -2.43805
S -4.49220 -2.57835 -2.84005
O -5.42276 -3.46638 -3.43409
O -3.95204 -2.77510 -1.52251
F -3.19720 -2.76953 -3.77011
N -2.06849 -2.81006 1.74972
S -1.21156 -2.05334 2.80009
O -1.29864 -2.41560 4.18110
O -0.93316 -0.68096 2.41395
F 0.20606 -2.76392 2.51222
S -3.51376 -2.01950 2.20989
O -3.66564 -0.64029 1.80297
O -4.15911 -2.40516 3.43263
F -4.30687 -2.91855 1.14912
C 4.92442 -6.16728 -1.63140
O 3.84798 -5.31185 -1.25540
C 4.06930 -3.99516 -1.20022
O 5.11911 -3.44624 -1.32544
O 2.88942 -3.40033 -1.06084
C 2.80833 -1.99674 -1.02667
H 5.53078 -6.21867 -0.72009
H 5.51505 -5.80489 -2.46740
H 4.61050 -7.20230 -1.73908
H 1.72943 -1.84641 -0.95327
H 3.12158 -1.43969 -1.91028
H 3.21285 -1.52022 -0.13201
C 1.97105 1.43029 2.07890
O 3.25752 0.85208 2.11060
C 4.22838 1.46022 1.43607
O 4.09559 2.45106 0.77552
O 5.40027 0.84843 1.58011
C 5.55080 -0.34009 2.36249
H 1.56406 1.51264 1.07836
H 1.80975 2.40928 2.53638
H 1.29814 0.80164 2.65961
H 4.59558 -0.78435 2.61903
H 6.07561 -0.01560 3.26471
H 6.24997 -1.00131 1.85575
*
```

Output
relative energy (zero: lowest compared OMol25 entry of this formula, charge and spin): 0.0 kJ/mol
orbital gap: 7.45 eV
HOMO: -10.2 eV


Entry 6:
DFT (the ωB97M-V functional and the def2-TZVPD basis) results for the molecule C14H30N2Si2.

Geometry as ORCA input:
```
! RIJCOSX wB97M-V def2-TZVPD def2/J DEFGRID3
* xyz 0 1
C 0.16375 2.36528 1.63548
C 0.28200 1.17118 0.83756
C 0.61377 1.22805 -0.45677
C 1.23960 2.36909 -1.22251
N 0.19184 0.16157 -1.33329
Si -0.35996 0.61702 -3.01211
C 1.16409 0.62452 -4.17338
C -1.20857 2.26504 -2.95761
C -1.81188 -0.45340 -3.61563
C -0.16028 -1.07892 -0.74844
C -0.03340 -2.32095 -1.45423
C -0.80544 -1.09052 0.44247
C -1.65140 -2.20500 0.97623
N -0.31003 -0.02632 1.36493
Si 0.41023 -0.59923 2.92352
C 1.02150 -2.29723 2.72311
C 1.85944 0.34665 3.58953
C -0.83273 -0.62670 4.34400
H -0.27397 3.22555 1.07921
H -0.57626 2.18375 2.35882
H 1.11522 2.62366 2.11088
H 1.73782 2.06875 -2.13680
H 0.51306 3.12143 -1.45926
H 2.03377 2.83551 -0.66631
H 1.37636 1.56270 -4.53038
H 0.88743 -0.06861 -4.94003
H 2.08073 0.38792 -3.64913
H -0.53692 2.99886 -3.39278
H -2.11667 2.24720 -3.45775
H -1.51821 2.67066 -1.97215
H -2.17123 -0.32829 -4.60550
H -1.40537 -1.46781 -3.59038
H -2.60272 -0.36668 -2.85053
H -0.85421 -2.57748 -2.12962
H 0.16256 -3.20849 -0.79239
H 0.81017 -2.39669 -2.04816
H -2.57955 -1.84369 1.37000
H -1.16489 -2.79649 1.81206
H -1.80638 -3.02351 0.30404
H 0.92920 -3.05600 3.50627
H 0.60390 -2.68547 1.83096
H 2.09371 -2.26128 2.73689
H 2.48560 0.92482 2.91838
H 2.44019 -0.39257 4.09765
H 1.58726 1.06561 4.33148
H -0.71519 0.29722 4.86638
H -0.47092 -1.34242 5.06292
H -1.83701 -0.84832 3.97237
*
```

Output
relative energy (zero: lowest compared OMol25 entry of this formula, charge and spin): 105.7 kJ/mol
orbital gap: 6.84 eV
HOMO: -6.0 eV
SMILES string: CC1=C(C)N([Si](C)(C)C)C(C)=C(C)N1[Si](C)(C)C


Entry 7:
DFT (the ωB97M-V functional and the def2-TZVPD basis) results for a cluster of 2 separate species, C8H12NO2 in total.

Geometry as ORCA input:
```
! RIJCOSX wB97M-V def2-TZVPD def2/J DEFGRID3
* xyz 1 1
C 1.13778 0.92657 0.74880
C 0.32563 0.82407 -0.17789
C 1.65650 -1.42200 2.97852
C -0.37781 -0.47667 -2.40677
C 0.99921 -0.82440 -2.81732
C -2.24432 2.12541 -0.41909
C 0.42399 -0.80587 2.83187
C -0.61154 0.43715 -1.15556
N -1.69307 1.19274 -1.27440
O 2.04808 -2.61904 2.61748
O -1.32163 -0.86800 -2.98303
H 1.83733 1.29016 1.48769
H 2.37334 -0.91673 3.63820
H 1.13563 -1.73226 -3.37051
H 1.43898 -0.04976 -3.53972
H 1.56598 -0.84362 -1.85017
H -1.52563 2.37158 0.38025
H -2.59331 2.91217 -1.02118
H -3.20126 1.82355 0.06568
H 0.38000 0.13607 3.31050
H -0.57336 -1.26351 2.61138
H 1.24974 -3.02086 2.22977
H -2.43025 0.80326 -1.88450
*
```

Output
relative energy (zero: lowest compared OMol25 entry of this formula, charge and spin): 359.2 kJ/mol
orbital gap (alpha / beta): 6.22 / 6.22 eV
HOMO (alpha / beta): -12.0 / -12.0 eV


Entry 8:
DFT (the ωB97M-V functional and the def2-TZVPD basis) results for a structure of composition C4H6BiO5.

Geometry as ORCA input:
```
! RIJCOSX wB97M-V def2-TZVPD def2/J DEFGRID3
* xyz 2 2
O -1.62111 2.41099 -1.30261
C -1.19608 1.18795 -1.14538
O -1.88890 0.17149 -1.30831
O -0.00782 1.16175 -0.64234
H -2.58673 2.46414 -1.27959
Bi -3.62611 -0.69330 -2.01445
H -0.90136 -1.05074 0.25002
C 0.79927 -0.10657 -0.64619
C 0.25176 -1.13742 0.29258
O 0.68373 -0.91642 1.62793
C 1.93236 -0.56737 1.81646
O 2.05935 -0.39751 3.11135
H 0.77021 -0.49384 -1.67109
H 1.80101 0.22328 -0.35632
H 0.56800 -2.13480 -0.03783
H 2.96242 -0.12163 3.30578
*
```

Output
relative energy (zero: lowest compared OMol25 entry of this formula, charge and spin): 0.0 kJ/mol
<S²>: 1.76
orbital gap (alpha / beta): 3.22 / 11.30 eV
HOMO (alpha / beta): -15.4 / -20.3 eV